44
Properties=species:S:1:pos:R:3 method="wB97M-V/def2-TZVPD" charge=0 orbital_gap_ha=0.3196 mol_weight_g_mol=380.835 e_homo_ev=-8.396 total_energy_ha=-1602.0398
C 2.76 5.57 1.65
O 2.29 4.24 1.58
C 2.44 3.56 0.41
C 3.02 4.08 -0.74
C 3.13 3.29 -1.88
C 2.65 2.00 -1.88
C 2.06 1.46 -0.73
C 1.58 0.09 -0.77
N 2.04 -0.72 -1.72
N 1.42 -1.89 -1.57
C 1.71 -2.97 -2.47
C 1.18 -2.65 -3.88
C 1.48 -3.72 -4.80
N 1.72 -4.57 -5.51
C 0.54 -1.86 -0.56
C 0.61 -0.60 0.01
C -0.19 -0.18 1.18
O 0.23 0.45 2.12
N -1.48 -0.64 1.09
C -2.52 -0.53 2.00
C -2.42 0.16 3.21
C -3.49 0.23 4.07
C -4.69 -0.37 3.75
C -4.82 -1.06 2.56
C -3.75 -1.14 1.70
Cl -3.92 -2.01 0.20
C 1.97 2.25 0.41
H 2.25 6.22 0.94
H 3.84 5.62 1.48
H 2.54 5.90 2.67
H 3.40 5.09 -0.77
H 3.58 3.70 -2.77
H 2.73 1.38 -2.76
H 1.25 -3.88 -2.08
H 2.80 -3.11 -2.52
H 1.64 -1.73 -4.23
H 0.09 -2.51 -3.85
H -0.03 -2.72 -0.28
H -1.74 -1.14 0.24
H -1.48 0.63 3.45
H -3.39 0.77 5.00
H -5.53 -0.32 4.43
H -5.75 -1.54 2.30
H 1.54 1.87 1.32